Density functional theory data (ωB97M-V/def2-TZVPD) for C19H54BCl2N4O10V2 as an isolated structure.

Each line ends with the Mulliken charge.
Cartesian coordinates (Å):
V  32.805  31.589  -8.891  0.13
V  30.709  28.525  -8.548  0.66
Cl  31.530  34.134  -13.107  -0.21
Cl  31.085  35.299  -10.517  -0.18
O  32.231  30.640  -5.301  -0.31
O  27.186  29.714  -12.080  -0.11
O  30.313  25.249  -12.967  -0.35
O  35.033  31.384  -8.690  -0.72
O  29.230  28.202  -8.985  -0.52
O  32.793  32.932  -8.016  -0.52
O  32.863  32.001  -10.428  -0.49
O  31.361  27.230  -7.853  -0.43
O  32.939  29.357  -8.937  0.02
O  30.537  36.038  -5.275  -0.41
N  31.303  28.141  -10.953  -0.14
N  30.009  32.406  -5.431  -0.20
N  29.997  29.203  -6.420  0.01
N  28.073  32.033  -10.587  -0.58
C  30.188  26.481  -12.297  -0.42
C  35.229  30.050  -8.386  -0.72
C  29.959  33.631  -3.385  -1.49
C  30.638  33.965  -11.588  0.90
C  30.226  27.566  -4.616  -1.79
C  33.581  31.078  -5.255  -0.65
C  26.079  31.873  -9.227  -1.63
C  32.167  25.842  -10.808  -1.53
C  32.051  29.233  -5.127  -0.86
C  31.382  36.957  -5.922  -0.61
C  30.864  34.698  -5.514  -0.23
C  26.286  30.566  -11.407  -1.10
C  29.148  24.871  -13.648  -0.73
C  31.518  26.882  -11.705  0.31
C  30.571  28.966  -5.088  0.52
C  29.842  33.744  -4.894  0.34
C  34.309  29.015  -8.975  -0.57
C  26.987  31.124  -10.194  1.44
C  26.644  29.104  -13.223  -0.73
B  30.387  31.118  -8.820  3.12
H  25.803  28.439  -12.984  0.32
H  30.984  37.964  -5.800  0.26
H  30.937  33.047  -11.089  -0.69
H  28.986  29.097  -6.405  0.21
H  29.933  34.583  -2.852  0.40
H  32.507  28.822  -6.040  0.11
H  30.399  32.220  -9.249  -0.26
H  27.429  28.456  -13.616  0.11
H  29.800  27.269  -12.965  0.25
H  32.609  28.832  -4.275  0.68
H  33.953  31.137  -6.281  0.03
H  30.028  29.652  -4.429  0.30
H  26.348  29.853  -13.965  0.32
H  34.189  30.523  -4.539  0.43
H  32.195  28.354  -10.491  -0.02
H  33.124  26.213  -10.433  0.39
H  26.690  32.338  -8.455  0.35
H  32.263  24.910  -11.360  0.46
H  30.071  30.191  -6.657  -0.46
H  30.838  33.059  -3.079  0.31
H  30.059  32.395  -6.443  0.03
H  31.610  25.699  -9.878  0.22
H  31.459  36.742  -6.992  0.19
H  29.090  33.088  -2.998  0.35
H  25.398  30.014  -11.065  0.37
H  35.196  29.894  -7.284  0.23
H  34.471  28.035  -8.505  0.25
H  31.883  34.465  -5.154  0.16
H  29.566  33.893  -11.747  0.21
H  30.748  30.391  -9.630  -0.38
H  29.196  23.819  -13.933  0.25
H  28.865  34.158  -5.165  0.31
H  27.369  30.271  -9.612  -0.18
H  31.157  28.846  -11.668  0.18
H  32.370  36.921  -5.447  0.29
H  30.836  31.937  -5.067  0.14
H  25.949  31.382  -12.061  0.42
H  34.542  28.906  -10.049  0.30
H  29.403  26.433  -11.528  0.29
H  30.613  26.819  -5.313  0.28
H  29.292  30.873  -8.443  -0.31
H  31.108  31.094  -7.920  -0.64
H  33.606  32.126  -4.943  0.15
H  25.432  32.613  -9.708  0.33
H  30.934  34.447  -6.584  0.23
H  32.233  27.093  -12.510  0.28
H  29.159  27.385  -4.473  0.40
H  36.259  29.731  -8.639  0.34
H  25.362  31.195  -8.750  0.40
H  28.243  25.026  -13.052  0.30
H  30.665  27.363  -3.636  0.47
H  29.100  25.402  -14.609  0.27
H  28.692  32.124  -9.787  -0.36
H  28.605  31.521  -11.288  0.50

As for the charge: -1. The total energy is -124111.007 eV. The calculation puts the energy relative to the best compared isomer or geometry (same formula, charge and spin) at 0.0 kJ/mol. The highest occupied orbital energy is -5.242 eV. The HOMO-LUMO gap comes out at 0.26867 Ha.